a:
DFT (ωB97M-V with the def2-TZVPD basis set) results for a structure of composition C3H5NS.

- HOMO energy: -8.91 eV

```
! wB97M-V def2-TZVPD RIJCOSX def2/J DEFGRID3
* xyz 0 1
C -1.130 -0.040 -0.109
C 0.161 -0.958 -0.206
C 1.469 -0.331 -0.068
H -1.434 2.016 0.648
H 0.055 1.309 0.649
H 0.017 -2.260 -0.219
H 2.190 -1.079 0.110
H 1.903 0.594 -0.236
N -0.594 1.170 -0.452
S -2.637 -0.421 -0.117
*
```

=====

b:
DFT (ωB97M-V with the def2-TZVPD basis set) results for an isolated molecule of C3H5NS.

- SMILES string: N/C=C/C=S
- HOMO energy: -7.94 eV

```
! wB97M-V def2-TZVPD RIJCOSX def2/J DEFGRID3
* xyz 0 1
N 1.731 1.654 1.554
C 0.902 0.673 1.101
C 0.259 0.537 -0.078
C -0.510 -0.610 -0.072
S -1.292 -1.219 -1.380
H 2.137 1.645 2.497
H 1.885 2.610 1.129
H 0.876 -0.080 1.792
H 0.139 1.284 -0.795
H -0.381 -1.132 0.871
*
```

=====

Which of them is the least stable? Correct choice: a.

=====

a:
DFT (ωB97M-V with the def2-TZVPD basis set) results for an isolated molecule of C3H5NS.

- SMILES string: C/N=C/C=S
- HOMO energy: -8.87 eV

```
! wB97M-V def2-TZVPD RIJCOSX def2/J DEFGRID3
* xyz 0 1
C -1.330 0.442 0.871
N -0.209 -0.259 0.462
C 0.466 0.108 -0.528
C 1.563 -0.851 -0.840
S 2.806 -0.761 -1.849
H -2.176 -0.176 1.229
H -1.868 1.341 0.278
H -1.147 1.046 1.774
H 0.400 0.919 -1.179
H 1.494 -1.809 -0.217
*
```

=====

b:
DFT (ωB97M-V with the def2-TZVPD basis set) results for a cluster of 2 separate species, C3H5NS in total.

- HOMO energy (alpha / beta): -8.21 / -8.21 eV

```
! wB97M-V def2-TZVPD RIJCOSX def2/J DEFGRID3
* xyz 0 1
C 1.506 0.626 0.001
C -0.673 0.689 -0.425
C 1.847 -0.569 0.445
N -2.852 -0.087 -0.275
S -1.493 -0.339 0.476
H 2.275 1.364 -0.358
H -1.215 1.207 -1.181
H 2.848 -0.699 0.715
H 1.193 -1.293 0.801
H -3.437 -0.899 -0.198
*
```

=====

c:
DFT (ωB97M-V with the def2-TZVPD basis set) results for an isolated molecule of C3H5NS.

- SMILES string: S=C1CCN1
- HOMO energy: -8.34 eV

```
! wB97M-V def2-TZVPD RIJCOSX def2/J DEFGRID3
* xyz 0 1
S -2.776 0.059 0.038
C -1.137 0.086 -0.044
C -0.014 1.097 -0.036
C 1.014 -0.397 0.094
N -0.320 -0.969 0.002
H 0.396 1.442 -0.869
H 0.156 1.760 0.924
H 1.553 -0.658 -0.810
H 1.578 -0.461 1.006
H -0.449 -1.959 -0.306
*
```

=====

d:
DFT (ωB97M-V with the def2-TZVPD basis set) results for an isolated molecule of C3H5NS.

- SMILES string: S=CN1CC1
- HOMO energy: -8.74 eV

```
! wB97M-V def2-TZVPD RIJCOSX def2/J DEFGRID3
* xyz 0 1
S -1.988 1.251 1.031
C -1.670 0.136 -0.149
N -0.363 -0.556 0.005
C 0.955 -0.340 -0.670
C 0.767 0.060 0.681
H -2.281 -0.438 -0.862
H 1.068 0.488 -1.451
H 1.527 -1.255 -0.841
H 1.188 -0.515 1.514
H 0.797 1.168 0.743
*
```

=====

Which of them is the least stable? Correct choice: b.